Density functional theory data (ωB97M-V/def2-TZVPD) for C11H26Cl2N4Ru as an isolated structure.

Geometry as XYZ:
```
44
C11H26Cl2N4Ru (ωB97M-V/def2-TZVPD)
Ru 0.648 0.631 -0.180
C -1.312 -1.060 -2.395
C -1.116 -1.638 -0.989
N 0.208 -1.385 -0.351
C 0.283 -2.032 1.002
C 1.410 -1.417 1.795
N 1.336 0.072 1.713
C 0.731 0.794 2.874
C -0.728 0.469 3.148
C -1.697 0.594 1.962
N -1.155 1.292 0.755
C -2.255 1.464 -0.253
C -1.688 2.004 -1.547
N -0.418 1.293 -1.875
C -0.481 0.139 -2.827
H -2.382 -0.872 -2.509
H -1.083 -1.824 -3.141
H -1.277 -2.717 -1.050
H -1.846 -1.269 -0.275
H 0.933 -1.815 -0.929
H 0.457 -3.106 0.893
H -0.685 -1.915 1.477
H 2.374 -1.717 1.381
H 1.384 -1.763 2.830
H 2.300 0.409 1.664
H 0.871 1.860 2.675
H 1.322 0.569 3.764
H -1.031 1.147 3.946
H -0.831 -0.531 3.574
H -2.596 1.127 2.278
H -2.042 -0.376 1.615
H -0.857 2.230 1.042
H -3.013 2.142 0.144
H -2.737 0.500 -0.385
H -1.453 3.065 -1.449
H -2.405 1.911 -2.364
H 0.202 1.973 -2.319
H 0.558 -0.156 -2.996
H -0.852 0.483 -3.797
Cl 5.200 -1.073 -0.841
C 4.288 -0.187 -1.959
Cl 2.882 0.841 -1.038
H 3.732 -0.803 -2.656
H 4.823 0.644 -2.407
```

Calculated values
ΔE to the lowest compared entry with this formula, charge and spin	0.164	eV
charge	+3
expectation value of S²	0.76
multiplicity	2
LUMO energy (spin up / spin down)	-12.000 / -12.731	eV

Density functional theory data (ωB97M-V/def2-TZVPD) for a 3-piece molecular cluster, C18H40ClN2 overall.

Geometry as XYZ:
```
61
C18H40ClN2 (ωB97M-V/def2-TZVPD)
C -2.666 5.809 -2.526
C -3.280 4.568 -1.875
C -2.192 3.587 -1.348
C -1.203 3.210 -2.446
N -0.261 2.121 -2.018
C -1.010 0.841 -1.668
C 0.057 -0.227 -1.818
C 0.827 0.188 -3.061
C 0.652 1.708 -3.170
C 0.648 2.547 -0.862
H -1.970 5.585 -3.335
H -2.114 6.497 -1.875
H -3.418 6.499 -2.918
H -3.949 4.094 -2.592
H -3.853 4.882 -1.003
H -2.799 2.742 -1.025
H -1.661 4.110 -0.555
H -0.551 4.043 -2.696
H -1.764 2.871 -3.317
H -1.477 0.978 -0.697
H -1.780 0.769 -2.441
H 0.671 -0.098 -0.923
H -0.328 -1.236 -1.932
H 1.888 -0.009 -2.893
H 0.494 -0.372 -3.930
H 1.557 2.306 -3.138
H 0.117 1.955 -4.087
H 0.052 2.478 0.043
H 1.021 3.542 -1.080
H 1.441 1.798 -0.848
C -2.731 -0.986 1.523
C -1.452 -0.444 2.166
C -0.500 -1.540 2.665
C 0.450 -2.024 1.582
N 1.375 -3.141 2.063
C 2.466 -2.614 2.960
C 3.646 -3.597 2.827
C 3.441 -4.214 1.416
C 2.130 -3.664 0.859
C 0.570 -4.243 2.669
H -3.400 -0.227 1.124
H -3.294 -1.519 2.292
H -2.466 -1.711 0.751
H -1.688 0.240 2.982
H -0.897 0.189 1.462
H -1.044 -2.283 3.247
H 0.121 -1.038 3.416
H 1.152 -1.237 1.312
H -0.054 -2.430 0.705
H 2.079 -2.648 3.976
H 2.673 -1.610 2.594
H 3.587 -4.321 3.635
H 4.558 -3.012 2.874
H 3.493 -5.294 1.288
H 4.282 -3.811 0.852
H 1.541 -4.294 0.200
H 2.411 -2.763 0.311
H -0.276 -4.431 2.010
H 0.158 -3.942 3.626
H 1.192 -5.132 2.735
Cl 3.328 -0.047 -0.087
```

Calculated values
ΔE to the lowest compared entry with this formula, charge and spin	0.000	eV
charge	+1
LUMO energy	-1.956	eV

Density functional theory data (ωB97M-V/def2-TZVPD) for a 5-piece molecular cluster, C17H37N3O7 overall.

Geometry as XYZ:
```
64
C17H37N3O7 (ωB97M-V/def2-TZVPD)
C -1.425 2.947 -6.031
O -0.399 2.884 -6.671
N -2.212 4.050 -5.979
C -3.504 4.029 -5.371
C -1.840 5.254 -6.685
H -1.831 2.163 -5.367
H -3.512 4.493 -4.380
H -3.856 3.002 -5.289
H -4.209 4.574 -6.000
H -2.446 5.423 -7.585
H -1.999 6.113 -6.020
H -0.802 5.248 -6.990
C 1.616 -3.770 1.409
O 2.588 -3.793 2.170
N 1.544 -4.409 0.221
C 0.354 -4.479 -0.534
C 2.690 -5.152 -0.315
H 0.747 -3.140 1.650
H -0.189 -5.423 -0.381
H 0.560 -4.438 -1.606
H -0.320 -3.667 -0.271
H 3.595 -5.005 0.252
H 2.413 -6.214 -0.372
H 2.889 -4.827 -1.343
C -4.328 -2.187 0.694
O -4.415 -3.329 0.906
N -3.706 -1.322 1.498
C -3.210 -1.682 2.791
C -3.525 0.078 1.133
H -4.735 -1.641 -0.168
H -2.158 -1.394 2.867
H -3.319 -2.743 2.986
H -3.767 -1.153 3.575
H -4.118 0.737 1.786
H -2.485 0.361 1.334
H -3.755 0.254 0.086
O 4.733 0.333 2.923
C 4.339 0.722 3.974
O 3.418 0.141 4.708
C 2.883 -1.101 4.279
C 1.375 -1.008 4.250
C 4.907 1.940 4.632
H 3.264 -1.886 4.927
H 3.228 -1.364 3.281
H 0.997 -0.546 5.164
H 0.959 -2.023 4.279
H 1.016 -0.562 3.327
H 4.435 2.170 5.583
H 4.817 2.757 3.924
H 5.956 1.746 4.849
O 0.077 -0.466 0.540
C 0.966 0.203 0.138
O 0.749 1.361 -0.510
C -0.619 1.654 -0.764
C -0.722 2.741 -1.813
C 2.431 -0.039 0.360
H -1.081 1.992 0.164
H -1.114 0.755 -1.120
H -0.863 2.295 -2.801
H 0.154 3.385 -1.831
H -1.603 3.373 -1.690
H 2.924 -0.039 -0.612
H 2.569 -1.036 0.783
H 2.877 0.659 1.058
```

Calculated values
structure (SMILES)	CCOC(C)=O.CCOC(C)=O.CN(C)C=O.CN(C)C=O.CN(C)C=O
ΔE to the lowest compared entry with this formula, charge and spin	0.300	eV
LUMO energy	0.373	eV

Density functional theory data (ωB97M-V/def2-TZVPD) for a 2-piece molecular cluster, CH4BrFSi overall.

Geometry as XYZ:
```
8
CH4BrFSi (ωB97M-V/def2-TZVPD)
C -1.401 0.740 -0.120
F 2.136 -2.574 0.409
Si 0.194 1.098 0.961
Br 1.854 0.781 -0.668
H -1.237 1.098 -1.105
H -1.235 -0.320 -0.256
H -2.297 0.817 0.454
H 1.985 -1.640 0.326
```

Calculated values
ΔE to the lowest compared entry with this formula, charge and spin	3.215	eV
LUMO energy	-1.193	eV

Density functional theory data (ωB97M-V/def2-TZVPD) for an isolated ion of composition C13H20IN3O5P and charge +1.

Geometry as XYZ:
```
43
C13H20IN3O5P (ωB97M-V/def2-TZVPD)
C 3.158 1.165 2.409
C 3.404 -0.141 1.675
O 4.474 -0.391 1.176
N 2.308 -1.064 1.676
C 2.703 -2.426 1.218
C 3.283 -2.701 -0.149
O 2.507 -3.337 1.987
C 1.136 -0.574 1.026
C 1.068 -0.293 -0.309
C -0.118 0.138 -0.855
C -0.110 0.436 -2.333
P 0.587 2.090 -2.747
O 0.964 2.147 -4.138
O -0.595 3.138 -2.417
O 1.814 2.392 -1.758
C -1.211 0.256 -0.035
C -2.549 0.678 -0.576
C -3.445 -0.598 -0.719
C -4.896 -0.374 -0.273
I -3.404 -1.446 -2.688
N -1.105 -0.009 1.270
N -2.168 0.108 2.170
C 0.044 -0.425 1.790
H 3.186 0.932 3.471
H 3.960 1.846 2.166
H 2.194 1.590 2.143
H 3.415 -1.826 -0.774
H 4.282 -3.092 0.024
H 2.720 -3.473 -0.662
H 1.920 -0.396 -0.960
H -1.085 0.388 -2.799
H 0.535 -0.304 -2.795
H -1.013 2.862 -1.589
H 1.464 2.382 -0.855
H -2.439 1.168 -1.532
H -3.049 1.358 0.109
H -3.023 -1.363 -0.072
H -5.284 -1.337 0.053
H -5.512 -0.076 -1.114
H -4.987 0.298 0.579
H -2.146 1.001 2.646
H -3.054 -0.074 1.725
H 0.068 -0.654 2.839
```

Calculated values
structure (SMILES)	CC(=O)N(C(C)=O)c1cc(CP(=O)(O)O)c(C[C@@H](C)I)[n+](N)c1
charge	+1
LUMO energy	-4.946	eV

Table of max |F| (eV/Å), in record order: 1.29; 1.65; 4.62; 3.03; 2.12